(1)
Molecular formula: C6H11N2
Method: DFT, ωB97M-V/def2-TZVPD

```
19
Properties=species:S:1:pos:R:3:forces:R:3
C 0.0481 -1.4162 1.9898 -0.4 0.4 0.4
C -0.2317 -1.9653 0.5924 1.0 0.2 0.4
C -0.9521 -0.9343 -0.2885 0.6 -0.8 -0.4
C -0.1515 0.2995 -0.6342 -1.2 -2.1 2.3
N 1.0319 0.5315 -0.1931 0.1 2.2 -2.2
C 1.3373 1.9749 -0.6941 -0.4 -4.0 2.7
N 0.0501 2.4306 -1.1815 2.0 0.0 -1.8
C -0.7563 1.4191 -1.2748 0.2 0.8 -0.8
H -0.8757 -1.1366 2.5088 0.0 -0.1 -0.1
H 0.6121 -2.0488 2.6773 -0.1 -0.3 -0.4
H 0.6422 -0.5091 1.8913 0.0 0.0 0.1
H 0.7551 -2.2184 0.1870 -0.2 0.1 -0.4
H -0.7727 -2.9099 0.5840 -0.3 0.2 0.2
H -1.1768 -1.4548 -1.2235 -0.3 0.2 -0.2
H -1.8994 -0.6404 0.1671 0.0 0.1 -0.1
H 1.6941 2.2762 0.2924 0.2 1.5 -0.5
H 2.0801 1.8021 -1.4723 0.1 0.8 0.0
H 0.1920 3.0075 -2.0123 -1.0 0.9 0.5
H -1.6268 1.4924 -1.9159 -0.3 -0.2 0.3
```
Positions in Å, forces in eV/Å.

The HOMO energy comes out at -0.549 hartree. For the largest force on an atom, the calculation gives 4.882 eV/A. The charge is +1. The LUMO energy is -0.231 Eh. The HOMO-LUMO gap is 8.6393 eV.

(2)
Molecular formula: C19H49AlBBeClCs2F4N3O9PS
Method: DFT, ωB97M-V/def2-TZVPD

```
92
Properties=species:S:1:pos:R:3:forces:R:3
C -2.5550 2.9718 2.1080 -1.7 1.7 -0.1
N -1.1705 3.0470 1.5035 0.1 -4.2 -1.0
C -1.1651 3.6378 0.1108 1.4 2.3 -0.1
B -0.4114 1.7361 1.5943 1.1 1.3 -1.8
O 0.8699 1.4450 0.8581 -1.4 2.1 3.1
S -1.0004 0.3094 2.7245 0.5 0.7 0.6
C -1.6625 -1.1281 1.7216 -0.5 -2.0 2.0
P 0.7867 -0.4497 3.7287 0.7 -1.4 0.8
C 1.5020 1.0729 4.7109 0.0 0.6 -0.4
C 2.0665 -1.0914 2.4594 1.6 1.2 -1.5
H -2.5665 2.7180 3.2529 0.3 0.3 -2.4
H -3.2901 2.2875 1.4677 1.6 1.2 1.5
H -3.0138 4.0703 2.0183 0.9 -2.3 0.3
H -0.4730 3.0909 -0.6581 -1.3 0.7 1.7
H -2.2318 3.7280 -0.3876 2.0 0.0 1.5
H -0.7276 4.7422 0.2233 -1.0 -2.1 -0.4
H 1.5786 1.9066 1.4287 -1.4 -0.9 -1.4
H -2.8445 -1.1926 1.7684 2.6 1.0 0.1
H -1.2397 -1.1976 0.6192 0.1 0.9 2.1
H -1.2746 -2.1179 2.2643 -0.2 2.0 -0.9
H 2.5647 1.3884 4.3314 -2.1 -0.3 0.5
H 0.6893 1.9334 4.5646 2.1 -1.7 0.7
H 1.6295 0.7710 5.8481 -0.6 0.5 -2.4
H 2.7958 -1.9272 2.9004 -2.1 1.7 -0.7
H 2.7576 -0.1616 2.1846 -1.2 -1.8 0.5
H 1.5846 -1.4439 1.4342 0.8 0.4 2.6
Cl -2.2133 -1.8556 -0.4532 -1.4 -1.6 -4.1
Be -3.1737 2.4725 -1.3013 -0.9 -0.9 -0.6
C 5.0363 -4.1586 3.3283 -0.3 0.4 -0.1
O 4.5244 -3.4766 4.4680 0.5 -0.6 0.1
C 4.0245 -4.3794 5.4593 0.1 0.5 0.2
C 5.0153 -4.5385 6.6158 -0.7 -0.2 -0.3
O 6.2045 -5.2128 6.1908 1.0 0.3 -0.3
C 7.2891 -4.3142 5.9877 -0.7 0.0 0.4
H 5.5877 -3.4394 2.7164 -0.2 0.0 0.1
H 5.7169 -4.9665 3.6101 0.0 -0.2 0.1
H 4.2086 -4.5611 2.7365 0.1 -0.1 0.0
H 3.7754 -5.3510 5.0152 0.1 0.1 0.1
H 3.0988 -3.9421 5.8489 0.1 -0.1 0.0
H 4.5550 -5.1632 7.3887 0.1 0.1 -0.1
H 5.2551 -3.5681 7.0666 0.0 -0.1 -0.2
H 7.6732 -3.9753 6.9548 0.1 0.1 0.0
H 6.9965 -3.4522 5.3828 0.0 0.0 0.0
H 8.0853 -4.8506 5.4637 -2.0 1.9 1.5
N 0.7201 4.6455 4.2461 -1.0 -3.7 -2.7
O 1.7909 4.0792 3.9705 0.2 0.6 0.2
O -0.1020 4.0899 4.9933 0.0 0.4 0.3
O 0.4717 5.7674 3.7744 -1.2 -0.3 -2.7
F -6.0844 0.9654 -0.3489 -1.3 -0.6 -1.3
Al -7.3392 0.3110 -1.4626 -0.2 -0.3 0.0
F -8.1160 -1.1300 -0.7117 1.0 1.8 -0.9
F -6.5703 -0.1649 -3.0202 -0.8 0.7 1.8
F -8.5865 1.5734 -1.7699 1.6 -1.5 0.4
C -0.3780 -4.5772 2.0739 -1.2 -1.0 -0.1
O 0.3989 -3.5115 2.1978 0.7 1.0 0.2
H -0.0456 -5.3670 1.3789 0.6 -0.2 -0.5
H -0.5685 -5.1722 2.9832 0.3 -0.1 0.7
H -1.4091 -4.4125 1.7178 -0.3 0.5 -0.3
Cs 9.2614 -6.1476 4.5267 1.7 -2.2 -1.5
Cs 1.3450 6.4463 5.7874 1.9 3.1 4.7
C -0.4761 -0.4092 -8.2504 0.4 -0.3 -0.1
C -1.6733 0.3537 -7.6418 0.0 -1.2 -1.8
C -2.7802 -0.6524 -7.2312 -0.3 0.0 0.5
C -2.4571 -1.5167 -6.0171 -0.3 -0.4 0.0
C -1.4957 -0.8602 -5.0342 0.3 -0.1 -0.1
C -1.4483 0.6877 -5.1044 1.2 -1.4 1.8
N -1.1109 1.0761 -6.4854 -2.5 6.8 -0.5
O -1.0191 2.4492 -6.6595 0.3 -5.8 0.6
C -0.2965 1.1309 -4.1618 0.2 0.4 -0.1
C -2.7691 1.2742 -4.5559 -0.4 0.5 -0.7
C -2.2917 1.2226 -8.7751 0.4 0.6 0.4
H 0.3046 0.2815 -8.5850 -0.2 0.0 0.1
H -0.7818 -1.0032 -9.1206 -0.1 0.2 0.2
H -0.0180 -1.0955 -7.5323 -0.1 0.1 0.0
H -3.7078 -0.1049 -7.0229 0.3 0.1 -0.1
H -3.0250 -1.3145 -8.0753 0.3 0.4 0.0
H -3.3949 -1.7687 -5.5064 0.2 0.1 -0.1
H -2.0304 -2.4720 -6.3449 0.0 0.1 0.1
H -1.7422 -1.1939 -4.0177 0.1 0.4 -0.1
H -0.4912 -1.2574 -5.2297 0.0 0.3 0.1
H 0.6738 0.7781 -4.5320 -0.2 0.0 0.0
H -0.4322 0.7186 -3.1541 -0.2 -0.1 -0.3
H -0.2421 2.2212 -4.0593 -0.1 -0.2 -0.2
H -2.9381 0.9407 -3.5235 0.3 -0.2 -0.2
H -3.6461 0.9727 -5.1362 0.1 0.0 0.1
H -2.7510 2.3690 -4.5345 0.2 -0.1 -0.2
H -2.6291 0.5929 -9.6088 0.2 -0.2 0.5
H -1.5700 1.9319 -9.1945 -0.1 -0.1 0.2
H -3.1633 1.7850 -8.4199 0.2 -0.1 0.1
O -0.0662 11.0400 5.5532 0.1 0.3 -0.3
H -0.5933 11.8482 5.6428 0.1 -0.3 0.0
H 0.4156 11.1656 4.7219 -0.2 0.0 0.3
```
Positions in Å, forces in eV/Å.

The HOMO energy comes out at -0.177 hartree. For the largest force on an atom, the calculation gives 7.294 eV/A. The charge is 0. The LUMO energy is -0.117 Eh. The HOMO-LUMO gap is 1.6351 eV.

(3)
Molecular formula: CHNO3
Method: DFT, ωB97M-V/def2-TZVPD

```
6
Properties=species:S:1:pos:R:3:forces:R:3
O 1.0911 -1.9992 -0.8973 -0.3 -1.6 -1.7
C 1.3664 -1.1005 -0.2532 -0.2 0.2 1.0
O 1.5844 -0.2595 0.4922 0.9 1.3 0.8
N -1.0778 1.4362 0.2350 0.4 -0.8 -0.5
O -0.8911 0.3311 -0.2327 -1.5 1.9 1.0
H -2.0730 1.5918 0.6561 0.7 -1.0 -0.6
```
Positions in Å, forces in eV/Å.

The HOMO energy comes out at -0.361 hartree. For the largest force on an atom, the calculation gives 2.572 eV/A. The charge is 0. The LUMO energy is -0.024 Eh. The HOMO-LUMO gap is 9.1733 eV.

(4)
Molecular formula: C11H9NO4Yb
Method: DFT, ωB97M-V/def2-TZVPD

```
26
Properties=species:S:1:pos:R:3:forces:R:3
Yb 0.4881 0.6580 0.4273 1.8 -0.7 0.2
C -1.0698 2.2455 1.1245 -5.6 2.9 1.7
O -2.1411 2.5398 1.4470 4.3 -0.7 -1.4
C -1.7437 -0.6322 0.5081 -4.5 -1.1 0.0
O -2.8789 -0.6986 0.6628 3.6 0.0 -0.5
C -0.9672 0.3019 2.5249 -0.6 -0.7 3.8
O -1.5994 0.1522 3.4521 1.1 0.3 -1.8
C -1.1772 1.1016 -1.2586 -3.6 0.3 -3.1
O -2.1545 1.1513 -1.8490 2.9 0.1 1.5
C 2.2675 -3.4109 -1.4341 2.9 2.6 -0.3
H 2.5710 -2.8442 -2.3280 0.0 -0.7 0.1
H 2.9116 -3.2520 -0.5628 -0.1 -0.5 -0.2
C 1.0526 -3.9914 -1.3247 -3.1 -2.2 0.3
H 0.7448 -4.5071 -0.4033 0.2 0.1 -0.4
H 0.3205 -3.9917 -2.1440 0.3 0.1 0.2
C 3.7960 3.9562 -1.4657 -0.3 -0.3 -0.1
C 2.4727 4.2391 -1.8179 -0.3 -0.2 0.2
C 1.4529 3.3686 -1.4111 0.7 0.2 -0.3
N 1.7295 2.2128 -0.7610 -0.1 0.5 0.5
C 3.0080 1.9375 -0.3977 0.1 1.1 -0.9
C 4.0644 2.7768 -0.7691 0.1 -0.7 0.6
H 4.6122 4.6314 -1.7220 -0.2 -0.2 0.0
H 2.2221 5.1264 -2.3985 0.0 -0.2 0.3
H 0.4008 3.6319 -1.5998 0.6 -0.4 0.0
H 3.1881 1.0371 0.2144 0.0 0.2 -0.3
H 5.0809 2.4827 -0.4842 -0.4 0.3 -0.1
```
Positions in Å, forces in eV/Å.

The HOMO energy (alpha / beta) comes out at -0.704 / -0.704 hartree. Its expectation value of S² is 0.75. For the largest force on an atom, the calculation gives 6.510 eV/A. The spin multiplicity is 2. The charge is +3. The LUMO energy (alpha / beta) is -0.431 / -0.578 Eh. The HOMO-LUMO gap (alpha / beta) is 7.4267 / 3.4295 eV.